1.
Computed, not measured: C54H46N3O4PtS2 as an isolated structure, with wB97M-V/def2-TZVPD.

Last column: Mulliken charge in e.
Atoms and positions in Å:
Pt -0.18 0.00 0.20  2.4215
C -5.88 -0.30 6.50  -1.5034
C -4.74 -0.28 5.53  0.9886
C -3.45 0.05 5.93  -1.1217
C -2.42 0.13 5.01  -0.3282
C -2.68 -0.14 3.68  0.3646
C -3.96 -0.47 3.25  -0.2962
C -4.98 -0.55 4.18  -1.0452
S -1.38 0.08 2.42  0.5598
O -0.36 0.93 3.06  -0.4917
C -0.80 -1.64 2.46  1.0785
C -1.62 -2.55 1.77  -0.7806
C -1.29 -3.88 1.74  -1.0288
C -0.13 -4.35 2.39  0.5714
C 0.21 -5.72 2.41  -1.2208
C 1.31 -6.16 3.08  -0.7284
C 2.15 -5.24 3.73  -0.9726
C 1.87 -3.90 3.70  -0.7304
C 0.71 -3.42 3.06  1.3049
C 0.35 -2.04 3.08  -0.7013
C 1.25 -1.11 3.80  -0.2648
C 1.31 -1.16 5.22  1.3093
C 0.39 -1.91 5.97  -0.8370
C 0.46 -1.93 7.34  -0.8561
C 1.46 -1.21 8.00  -0.7306
C 2.36 -0.46 7.30  -0.9551
C 2.31 -0.41 5.89  0.7139
C 3.22 0.36 5.13  -1.3655
C 3.10 0.44 3.78  -0.8488
C 2.10 -0.28 3.12  0.2598
S 1.90 -0.12 1.32  1.5056
O 2.92 -0.96 0.71  -0.7616
C 2.44 1.59 1.11  -0.4600
C 1.84 2.61 1.84  -0.2126
C 2.25 3.91 1.63  -1.0225
C 3.22 4.22 0.68  1.0659
C 3.62 5.64 0.44  -1.6331
C 3.79 3.18 -0.05  -0.7831
C 3.41 1.87 0.17  -0.4138
H -5.54 -0.54 7.50  0.3916
H -6.63 -1.02 6.19  0.3895
H -6.35 0.68 6.53  0.2942
H -3.26 0.27 6.97  0.4032
H -1.42 0.41 5.30  0.5893
H -4.14 -0.65 2.21  0.4014
H -5.97 -0.81 3.85  0.4004
H -2.53 -2.19 1.32  0.2510
H -1.91 -4.59 1.22  0.4684
H -0.44 -6.41 1.89  0.4782
H 1.55 -7.21 3.12  0.4131
H 3.04 -5.59 4.24  0.4708
H 2.54 -3.20 4.18  0.5273
H -0.38 -2.46 5.45  0.5793
H -0.25 -2.51 7.91  0.4934
H 1.51 -1.25 9.08  0.4188
H 3.12 0.11 7.81  0.4872
H 4.01 0.89 5.64  0.4530
H 3.78 1.03 3.19  0.7390
H 1.09 2.37 2.58  0.6974
H 1.81 4.70 2.22  0.4660
H 3.62 6.21 1.37  0.4108
H 2.91 6.12 -0.24  0.2927
H 4.60 5.70 -0.01  0.3982
H 4.55 3.41 -0.78  0.3235
H 3.87 1.05 -0.36  0.7381
C 2.66 2.55 -7.13  -1.7325
C 3.34 2.26 -5.83  1.2910
C 4.21 3.22 -5.31  -0.8585
C 4.84 3.02 -4.09  -1.2308
C 4.59 1.88 -3.38  -1.0423
C 3.72 0.90 -3.88  -0.2994
N 3.41 -0.14 -3.02  0.3262
C 3.15 -1.44 -3.31  0.1022
C 3.92 -2.14 -4.25  -0.6970
C 3.70 -3.48 -4.47  -0.5417
C 2.74 -4.17 -3.73  -0.7981
C 1.99 -3.50 -2.78  -0.4268
C 2.17 -2.14 -2.57  0.3405
C 1.26 -1.40 -1.64  1.1015
O 0.38 -2.01 -1.00  -0.9568
O 1.35 -0.14 -1.57  -1.3119
C 3.10 1.08 -5.13  1.2265
C 2.14 0.05 -5.64  -1.3366
H 2.97 3.51 -7.52  0.3846
H 1.58 2.59 -6.99  0.3649
H 2.88 1.79 -7.87  0.3640
H 4.39 4.13 -5.86  0.3355
H 5.53 3.77 -3.71  0.4476
H 5.07 1.69 -2.43  0.9180
H 2.96 0.16 -2.15  -0.1162
H 4.70 -1.61 -4.78  0.5783
H 4.29 -4.00 -5.21  0.4244
H 2.59 -5.22 -3.91  0.4203
H 1.24 -4.02 -2.20  0.4735
H 2.68 -0.82 -6.02  0.3213
H 1.53 0.43 -6.44  0.5020
H 1.49 -0.29 -4.84  0.1558
N -4.78 1.02 -4.01  -0.4431
C -3.84 0.85 -3.06  1.0213
C -3.71 -0.37 -2.38  -0.6850
C -2.74 -0.50 -1.41  -0.1947
N -1.91 0.48 -1.06  -0.1743
C -2.02 1.65 -1.70  -0.5324
C -2.96 1.88 -2.69  -0.7209
H -5.37 0.26 -4.28  0.2020
H -4.84 1.88 -4.53  0.1943
H -4.36 -1.19 -2.62  0.3636
H -2.61 -1.45 -0.90  0.3258
H -1.35 2.44 -1.40  0.5043
H -3.02 2.85 -3.17  0.3837

Net charge: +1
HOMO energy (alpha / beta): -9.00 / -8.99 eV
ΔE to the lowest compared entry with this formula, charge and spin: 60.8 kcal per mole
2S+1: 1

***

2.
Computed, not measured: a 2-piece molecular cluster, C9H17FN2O2 overall, with wB97M-V/def2-TZVPD.

Last column: natural (NBO) charge in e.
Atoms and positions in Å:
H 1.92 1.32 2.32  0.3693
N 1.70 0.63 1.59  -0.7329
C 0.92 -0.35 1.89  0.6959
F 0.65 -1.17 0.86  -0.3202
C 0.29 -0.60 3.24  -0.3107
C -1.22 -0.66 2.92  -0.5930
C 0.85 -1.84 3.95  -0.5946
H 0.54 0.18 3.94  0.2206
H -1.31 -1.26 2.10  0.2179
H -1.83 -1.02 3.80  0.2071
H -1.60 0.31 2.73  0.2215
H 1.15 -1.51 4.91  0.2113
H 1.73 -2.18 3.37  0.2151
H 0.21 -2.62 4.14  0.2142
O -2.98 1.45 -0.24  -0.7105
C -1.79 1.15 -0.77  -0.0131
C -0.67 1.69 -0.29  0.3463
O -0.78 2.38 0.95  -0.7206
N 0.61 1.71 -0.87  -0.6667
C 0.64 1.33 -2.29  -0.0404
C 1.73 1.87 -3.29  -0.4340
C 1.62 0.40 -2.98  -0.4301
H -2.97 1.85 0.70  0.4924
H -1.99 0.38 -1.59  0.1973
H -0.07 2.98 0.89  0.4792
H 1.28 1.30 -0.24  0.4198
H -0.31 1.34 -2.74  0.2109
H 2.61 2.27 -2.94  0.2049
H 1.42 2.29 -4.18  0.2052
H 1.20 -0.18 -3.80  0.2161
H 2.43 0.00 -2.30  0.2220

Net charge: 0
HOMO energy: -7.13 eV
2S+1: 1
SMILES string: [H]/N=C(/F)C(C)C.O/C=C(\O)NC1CC1

***

3.
Computed, not measured: C38H40FIrN4O3PSSi as an isolated structure, with wB97M-V/def2-TZVPD.

Last column: Mulliken charge in e.
Atoms and positions in Å:
Ir -0.09 -1.11 0.46  1.8266
C -2.26 -1.18 -2.37  -0.6679
Si -3.24 -1.20 -0.80  -0.1917
C -4.44 -2.63 -0.93  -1.1311
C -4.16 0.43 -0.67  -0.5041
N -2.17 -1.41 0.58  0.2146
C -2.67 -1.64 1.86  0.7447
C -4.02 -1.51 2.23  -0.2102
C -4.44 -1.75 3.53  -1.1460
C -3.55 -2.13 4.52  -0.5369
C -2.21 -2.28 4.19  -1.0650
C -1.83 -2.04 2.89  0.4847
F -0.50 -2.22 2.56  -0.0462
H -2.86 -0.78 -3.19  0.5594
H -1.93 -2.19 -2.66  0.2889
H -1.38 -0.55 -2.30  -0.2773
H -5.06 -2.50 -1.83  0.3819
H -5.11 -2.72 -0.08  0.3500
H -3.90 -3.57 -1.03  0.3053
H -4.82 0.56 -1.53  0.4059
H -3.47 1.28 -0.65  -0.0923
H -4.78 0.50 0.23  0.3752
H -4.75 -1.22 1.49  0.2361
H -5.49 -1.63 3.78  0.4329
H -3.88 -2.32 5.53  0.4221
H -1.47 -2.59 4.91  0.4868
O 0.87 -3.79 -2.66  -0.6886
C 0.91 -2.61 -2.43  0.3137
O 1.02 -2.08 -1.23  -1.4916
C 0.92 -1.54 -3.47  0.6797
C 0.97 -1.84 -4.81  -0.9010
C 0.99 -0.82 -5.75  -0.8479
C 0.93 0.50 -5.33  -0.7593
C 0.87 0.81 -3.97  -1.4195
C 0.89 -0.21 -3.03  0.5062
P 0.92 0.18 -1.24  1.8058
C 2.68 0.27 -0.80  0.5469
C 3.66 -0.37 -1.55  -0.7888
C 4.99 -0.32 -1.16  -0.7579
C 5.35 0.39 -0.02  -0.7469
C 4.38 1.04 0.73  -0.6706
C 3.05 0.97 0.35  -0.0694
C 0.41 1.93 -1.17  0.0750
C 1.29 2.98 -1.41  -0.4524
C 0.84 4.29 -1.37  -0.7898
C -0.50 4.56 -1.10  -0.9619
C -1.38 3.51 -0.85  0.2564
C -0.92 2.20 -0.88  0.8451
H 0.99 -2.89 -5.11  0.5367
H 1.05 -1.05 -6.81  0.4227
H 0.94 1.30 -6.06  0.4720
H 0.81 1.85 -3.67  0.3955
H 3.38 -0.92 -2.45  0.4963
H 5.74 -0.82 -1.75  0.4812
H 6.39 0.43 0.28  0.4043
H 4.65 1.58 1.62  0.4520
H 2.29 1.46 0.95  0.3854
H 2.33 2.78 -1.64  0.5946
H 1.53 5.10 -1.56  0.4820
H -0.86 5.58 -1.08  0.4637
H -2.43 3.72 -0.66  0.5172
H -1.60 1.38 -0.68  -1.3333
S 2.11 -1.74 1.65  -0.5740
C 3.08 -2.94 0.91  0.9751
N 2.64 -3.67 -0.14  0.1250
C 3.38 -4.60 -0.78  -0.2179
C 4.64 -4.89 -0.35  -0.7954
C 5.13 -4.19 0.77  -0.2212
C 4.37 -3.23 1.38  -0.7740
H 1.74 -3.40 -0.54  0.1354
H 2.91 -5.07 -1.63  0.5201
H 5.23 -5.64 -0.85  0.4360
H 6.13 -4.40 1.13  0.4175
H 4.73 -2.68 2.24  0.4750
N -0.20 0.45 1.73  -0.3419
C -0.53 1.42 2.27  0.4033
N -0.88 2.51 2.88  0.0762
C -2.22 2.69 3.46  -0.3856
C -2.75 4.04 3.04  -0.4326
O -1.84 5.07 3.38  -0.3996
C -0.59 4.91 2.73  -0.2670
C 0.07 3.61 3.14  -0.4075
H -2.14 2.65 4.55  0.2656
H -2.87 1.88 3.12  0.3076
H -3.68 4.26 3.56  0.3696
H -2.94 4.04 1.95  0.1922
H 0.03 5.75 3.04  0.3932
H -0.71 4.94 1.65  0.0536
H 0.31 3.63 4.20  0.2819
H 0.98 3.44 2.57  0.2894

Net charge: +1
HOMO energy: -9.74 eV
ΔE to the lowest compared entry with this formula, charge and spin: 39.9 kcal per mole
2S+1: 1

***

4.
Computed, not measured: a 2-piece molecular cluster, C5H13NS overall, with wB97M-V/def2-TZVPD.

Last column: natural (NBO) charge in e.
Atoms and positions in Å:
C -0.36 -1.52 2.86  -0.9739
S -0.24 -1.42 1.18  1.1540
C -1.64 -0.68 0.57  -0.9095
N 0.74 -2.78 0.22  -1.0108
H -1.28 -1.98 3.11  0.2303
H 0.62 -1.66 3.33  0.2293
H 0.86 -0.46 0.72  0.1241
H -2.37 -1.00 1.23  0.2090
H -1.76 -0.67 -0.50  0.2238
H 1.52 -2.96 0.83  0.3567
H 0.14 -3.61 0.16  0.3623
C 1.49 1.48 -0.93  -0.4405
C 0.66 1.76 -1.92  -0.1486
C -0.51 2.72 -1.82  -0.6440
H 2.29 0.87 -0.98  0.1931
H 1.44 2.04 0.12  0.1890
H 0.77 1.16 -2.97  0.1998
H -0.51 3.25 -0.76  0.2118
H -1.34 1.97 -1.93  0.2265
H -0.54 3.49 -2.53  0.2179

Net charge: 0
HOMO energy: -7.59 eV
ΔE to the lowest compared entry with this formula, charge and spin: 180.5 kcal per mole
2S+1: 1
SMILES string: C=[SH](=C)N.C=CC

***

5.
Computed, not measured: a 3-piece molecular cluster, C2H10N2O2 overall, with wB97M-V/def2-TZVPD.

Last column: natural (NBO) charge in e.
Atoms and positions in Å:
C -1.15 0.82 1.35  -0.4576
N -0.92 0.15 0.07  -0.4832
C -1.11 -1.10 -0.09  0.3152
N -2.19 -1.83 0.51  -0.8882
H -0.53 1.70 1.33  0.2181
H -2.19 1.14 1.46  0.1959
H -0.97 0.17 2.21  0.1976
H -0.47 -1.53 -0.85  0.1747
H -2.07 -1.89 1.52  0.3756
H -3.05 -1.36 0.29  0.3812
O 1.27 1.80 -0.80  -0.9911
H 0.90 2.49 -1.37  0.4732
H 0.50 1.28 -0.49  0.4982
O 3.42 -0.24 -0.85  -0.9610
H 3.25 -0.83 -1.60  0.4562
H 2.72 0.43 -0.95  0.4951

Net charge: 0
HOMO energy: -9.81 eV
ΔE to the lowest compared entry with this formula, charge and spin: 28.5 kcal per mole
2S+1: 1
SMILES string: C/N=C\N.O.O